Computed, not measured: a structure of composition C38H52AsCl2CsO3Sb2 at a distorted geometry, with ωB97M-V/def2-TZVPD.

Geometry as XYZ:
```
99
Properties=species:S:1:pos:R:3:forces:R:3
Cs -1.7224 -0.8618 0.1686 0.45 0.22 -0.03
Cl -0.8506 -6.1339 0.3837 -0.36 0.59 -0.41
C -0.6913 -4.6647 -0.6432 0.91 -0.10 0.39
Cl 0.5866 -3.6107 0.0897 -0.12 0.03 -0.08
H -1.5799 -4.0164 -0.7201 0.02 -0.54 -0.15
H -0.2399 -4.9945 -1.5816 -0.56 0.16 0.12
C -2.4314 0.9121 -3.4651 0.29 -0.96 0.29
O -3.1738 1.3943 -2.3547 -0.68 -0.79 0.12
C -4.5374 0.9012 -2.2726 0.80 -0.17 -0.12
C -4.7494 -0.1859 -1.2336 -0.23 0.66 1.26
O -4.3498 0.3763 0.0993 -0.77 -0.47 -0.88
C -5.1530 -0.1464 1.1533 -0.01 -0.51 -1.19
H -1.9284 -0.0887 -3.3490 -0.57 0.66 0.44
H -1.6515 1.6304 -3.6714 0.14 0.31 -0.13
H -3.0921 0.8004 -4.3102 -0.16 0.15 -0.60
H -4.8956 0.5606 -3.2620 0.26 -0.05 0.30
H -5.1442 1.7501 -2.0026 -0.17 0.45 0.19
H -4.1830 -1.1134 -1.3931 0.07 0.27 -0.11
H -5.8357 -0.4268 -1.1788 0.53 0.17 -0.13
H -5.1282 -1.2481 1.1815 0.22 0.12 0.06
H -6.1991 0.1144 0.9942 -0.16 0.24 0.17
H -4.7830 0.2574 2.0737 0.07 0.25 0.53
C 3.9915 0.7511 1.8755 -0.53 0.34 1.55
Sb 1.9311 0.5181 2.6758 0.65 -0.20 -0.71
C 2.3895 -1.4649 3.2966 -0.80 -0.54 -0.63
C 2.2316 1.5595 4.5340 1.62 0.55 0.02
C 1.1594 1.5093 5.6009 1.12 0.10 -0.84
C 1.3689 0.6913 6.6925 1.78 -1.02 0.22
C 0.5081 0.6608 7.7371 -1.43 0.48 0.41
C -0.6050 1.5051 7.7652 0.68 -0.71 0.80
C -0.7626 2.3547 6.7196 -1.31 1.08 -1.48
C 0.0373 2.3313 5.5718 1.04 0.70 -0.31
C -0.0527 3.2540 4.3766 -1.97 -0.63 0.58
Sb -1.3623 2.4215 2.7819 0.76 -0.31 -0.49
C -2.2753 0.8775 3.9844 -0.10 -0.24 0.33
C -2.8445 3.9415 2.9227 -1.41 -0.88 -1.10
H 4.1151 1.8332 1.7632 0.44 -0.36 -0.08
H 4.0395 0.2168 0.9516 -0.01 -0.09 -0.77
H 4.7590 0.3130 2.5441 -0.52 0.40 -0.13
H 3.1431 -1.4801 4.0862 -0.17 -0.21 -0.14
H 2.7161 -1.9866 2.3651 0.01 0.29 0.83
H 1.4201 -1.9192 3.5786 0.73 -0.03 0.24
H 2.5679 2.5653 4.1993 -0.91 -0.15 0.22
H 3.2337 1.2579 4.8936 -0.65 -0.65 0.33
H 2.3070 0.0949 6.8242 -0.87 0.52 -0.59
H 0.6732 0.0072 8.5439 0.30 -0.71 0.94
H -1.2592 1.5166 8.6387 0.11 0.07 -0.36
H -1.5892 3.0586 6.7166 -0.05 0.05 0.10
H 0.9148 3.3725 3.9382 0.21 0.55 -0.20
H -0.5850 4.1930 4.5761 0.49 -0.10 0.16
H -1.5353 0.0991 4.2852 -0.34 0.77 -0.05
H -3.0294 0.3402 3.3814 0.11 0.44 0.36
H -2.7197 1.3651 4.8825 0.19 -0.66 -0.58
H -3.4178 3.7102 3.8097 -0.34 0.26 0.27
H -3.5391 3.9055 2.0147 1.01 0.08 1.25
H -2.3885 4.9052 3.0019 0.26 0.61 0.01
C -2.7794 -3.4489 -3.7916 1.47 -0.86 -0.15
C -3.4306 -3.3890 -2.4195 -0.17 0.01 0.91
C -4.9789 -3.2746 -2.4005 0.02 -0.86 -1.16
O -2.8154 -2.4639 -1.6078 0.14 0.01 0.10
H -3.2490 -4.1745 -4.4282 -0.61 -0.38 -0.50
H -1.7487 -3.8914 -3.6604 -0.73 0.63 0.03
H -2.6313 -2.5322 -4.3751 -0.37 0.18 0.50
H -3.2843 -4.3841 -1.9544 0.13 -0.41 -0.35
H -5.3053 -2.3195 -2.8572 -0.15 -0.49 0.43
H -5.3354 -3.4557 -1.3833 0.05 0.69 0.07
H -5.4425 -4.1390 -2.9565 0.47 0.89 0.08
C 6.0831 -2.5377 -2.0580 -1.19 0.62 0.18
C 5.2608 -2.8135 -0.9590 -0.20 0.11 -0.21
C 4.0552 -2.1167 -0.7525 1.68 0.53 -1.50
C 3.7364 -1.1017 -1.6350 -0.21 0.60 -1.02
C 4.5421 -0.7782 -2.7402 0.78 -0.16 0.74
C 5.7278 -1.4850 -2.9307 -0.28 -0.85 0.52
As 2.0231 -0.1816 -1.4978 -0.61 -0.97 1.74
C 2.4871 1.6671 -1.7787 -0.41 -1.50 -0.31
C 3.1472 2.5442 -0.9598 1.02 1.48 0.31
C 3.5410 3.7979 -1.4754 -1.07 -1.96 -0.54
C 3.2071 4.1162 -2.7888 -0.09 0.17 0.52
C 2.4681 3.2576 -3.5602 -0.21 -1.04 -0.11
C 2.1099 1.9764 -3.0635 0.12 1.60 -2.19
C 1.5108 0.8959 -3.9206 0.43 1.19 -0.40
C 1.1383 1.0279 -5.2636 0.13 -0.28 1.30
C 0.6528 -0.0401 -5.9928 -0.07 0.21 0.32
C 0.5625 -1.2828 -5.3761 0.01 -0.37 1.16
C 0.9310 -1.4094 -4.0101 0.06 1.50 -2.01
C 1.4270 -0.3310 -3.3152 0.02 0.20 0.25
H 6.9482 -3.1525 -2.2669 0.09 0.13 0.13
H 5.5351 -3.5882 -0.2632 0.08 -0.23 0.08
H 3.4065 -2.2755 0.0547 -0.66 -0.59 1.11
H 4.2953 0.0891 -3.3563 -0.01 -0.41 -0.04
H 6.3712 -1.3195 -3.7717 0.14 0.36 -0.35
H 3.4722 2.2835 0.0509 -0.32 0.00 -0.57
H 4.1355 4.4202 -0.8852 0.74 1.05 0.80
H 3.5012 5.0409 -3.2441 0.25 0.42 0.07
H 2.2955 3.5715 -4.5820 -0.30 -0.26 -0.04
H 1.2321 1.9926 -5.6652 -0.05 1.08 -0.88
H 0.3049 0.1725 -6.9965 0.11 -0.42 -0.07
H 0.1805 -2.1563 -5.9014 0.07 0.22 0.08
H 0.9030 -2.2966 -3.4963 -0.37 -2.33 0.78
```
Positions in Å, forces in eV/Å.

## Properties
energy relative to the best compared isomer or geometry (same formula, charge and spin) = 62.9 kJ/mol
gap between HOMO and LUMO = 7.5 eV
energy = -145894.577 eV